# 1
One molecule with the formula C24H32O4, computed with the ωB97M-V functional and the def2-TZVPD basis.

```
! RIJCOSX wB97M-V def2-TZVPD def2/J DEFGRID3
* xyz 0 1
C 1.415 -7.166 -5.365
C 0.401 -7.084 -4.223
C 0.021 -5.638 -3.993
O -0.682 -4.991 -4.721
O 0.616 -5.175 -2.884
C 0.439 -3.860 -2.459
C 1.561 -3.209 -1.963
C 1.452 -1.918 -1.482
C 0.216 -1.265 -1.487
C -0.894 -1.932 -1.979
C -0.791 -3.226 -2.465
H -1.662 -3.732 -2.849
H -1.860 -1.455 -1.997
C 0.208 0.124 -0.907
C -1.180 0.769 -0.856
H -1.552 0.883 -1.877
H -1.868 0.114 -0.322
C -1.162 2.143 -0.182
C -0.559 2.035 1.217
C -1.484 1.243 2.144
H -1.605 0.217 1.813
H -2.462 1.718 2.157
H -1.105 1.234 3.160
C 0.858 1.451 1.088
C 0.868 0.049 0.491
C 2.297 -0.523 0.409
C 2.623 -1.154 -0.952
H 2.867 -0.359 -1.664
H 3.499 -1.797 -0.864
H 2.424 -1.278 1.186
H 3.024 0.267 0.602
H 0.262 -0.618 1.110
C 1.461 1.672 2.477
H 2.549 1.690 2.456
H 1.156 0.875 3.155
C 0.883 3.032 2.913
H 1.643 3.811 2.922
H 0.448 2.983 3.911
C -0.223 3.376 1.890
H 0.159 4.091 1.151
O -1.366 3.961 2.507
C -1.348 5.281 2.697
O -0.445 6.002 2.362
C -2.601 5.736 3.412
C -2.437 5.502 4.915
H -1.576 6.050 5.290
H -2.295 4.444 5.118
H -3.323 5.843 5.445
H -3.452 5.167 3.039
H -2.748 6.797 3.212
H 1.404 2.101 0.392
H -2.178 2.539 -0.130
H -0.564 2.834 -0.781
H 0.848 0.759 -1.535
H 2.511 -3.723 -1.961
H 0.822 -7.498 -3.307
H -0.500 -7.634 -4.496
H 2.331 -6.644 -5.100
H 1.002 -6.710 -6.262
H 1.656 -8.204 -5.579
*
```

The SMILES is CCC(=O)Oc1ccc2c(c1)CC[C@@H]1[C@@H]2CC[C@]2(C)[C@@H](OC(=O)CC)CC[C@@H]12.

Atom charges from the Löwdin analysis, given in e for atoms 1 to 8:
1. C -0.08
2. C -0.14
3. C -0.49
4. O 0.12
5. O 0.07
6. C -0.22
7. C 0.06
8. C -0.17

# 2
C24H33BF3KN6O7 as an isolated structure, computed with the ωB97M-V functional and the def2-TZVPD basis.

```
! RIJCOSX wB97M-V def2-TZVPD def2/J DEFGRID3
* xyz -2 1
K -0.967 -8.944 14.290
O 0.429 -7.825 19.199
C -0.729 -8.272 18.662
O -1.359 -9.169 19.196
C -1.012 -7.368 17.494
O -2.191 -7.707 16.800
C -2.930 -6.485 16.393
C -2.022 -5.515 15.524
O -2.583 -4.385 15.367
O -0.948 -5.977 15.126
H 0.628 -8.418 19.948
H -0.159 -7.385 16.836
H -1.065 -6.390 17.925
H -3.349 -5.959 17.261
H -3.803 -6.851 15.862
C -5.869 -10.571 15.410
C -4.397 -10.349 15.880
C -4.214 -11.058 17.243
C -3.445 -10.813 14.831
C -2.379 -11.746 14.876
C -2.030 -11.973 13.585
N -2.737 -11.175 12.800
N -3.672 -10.487 13.529
B -2.462 -10.950 11.276
N -0.974 -11.116 11.024
C -0.329 -12.034 10.223
C 0.993 -11.852 10.270
C 1.185 -10.730 11.186
N -0.031 -10.335 11.619
C 2.474 -10.215 11.659
C 2.374 -9.163 12.797
C 3.290 -9.587 10.533
N -2.917 -9.559 10.862
C -3.957 -9.244 10.083
C -4.368 -7.962 10.392
C -3.485 -7.544 11.400
N -2.611 -8.524 11.666
C -3.615 -6.252 12.224
C -4.703 -6.521 13.292
C -3.840 -4.997 11.371
H -6.560 -10.696 16.215
H -5.805 -11.466 14.774
H -6.112 -9.779 14.685
H -4.377 -9.266 16.144
H -4.505 -12.153 17.179
H -4.882 -10.538 17.937
H -3.202 -11.068 17.646
H -1.828 -12.142 15.704
H -1.209 -12.571 13.288
H -3.112 -11.710 10.652
H -0.957 -12.620 9.525
H 1.779 -12.407 9.714
H 3.049 -11.062 12.069
H 1.720 -8.330 12.594
H 3.350 -8.662 12.973
H 2.091 -9.603 13.743
H 2.690 -8.804 10.084
H 3.525 -10.271 9.707
H 4.198 -9.145 10.991
H -4.351 -10.005 9.390
H -5.076 -7.341 9.915
H -2.658 -6.066 12.728
H -5.701 -6.515 12.855
H -4.670 -5.755 14.073
H -4.549 -7.493 13.776
H -4.528 -5.254 10.515
H -2.899 -4.718 10.906
H -4.184 -4.270 12.085
F 2.525 -12.826 16.991
C 1.674 -11.810 17.316
F 1.916 -11.442 18.594
F 0.445 -12.338 17.281
C 1.790 -10.545 16.471
O 2.913 -10.090 16.477
O 0.707 -10.114 16.024
*
```

Atom charges from the Löwdin analysis, given in e for atoms 1 to 8:
1. K 0.72
2. O 0.08
3. C -0.47
4. O 0.09
5. C -0.16
6. O -0.17
7. C -0.08
8. C -0.70

Record-wise lowest unoccupied orbital energy values, in eV: 0.77 4.30
Record-wise max |F| values, in eV/Å: 0.7 3.3
Record-wise ΔE to the lowest compared entry with this formula, charge and spin values, in kJ/mol: 5.68 19.16